(1)
This record from the Open Molecules 2025 dataset describes the molecule H3N2O2P at a distorted geometry. The level of theory is the ωB97M-V functional and the def2-TZVPD basis.

XYZ file:
```
8
Properties=species:S:1:pos:R:3:forces:R:3:lowdin_charge:R:1
P 1.362972 -0.707510 -1.680181 -0.18 2.05 3.50 0.693
O 0.949087 -1.510803 -2.814136 -0.55 -2.18 -3.25 -0.448
O -0.014796 -0.474191 -0.739944 0.64 0.53 0.87 -0.455
N 0.180497 -0.100645 0.800302 0.42 -0.72 -0.86 -0.129
N -0.556018 0.965675 1.074797 -3.08 0.29 0.40 -0.052
H -0.146762 1.897445 1.265470 0.09 -1.44 -0.61 0.109
H -0.135637 -1.038700 1.157953 -0.18 1.68 -0.34 0.136
H -1.639342 0.968730 0.935739 2.84 -0.20 0.29 0.146
```
Positions in Å, forces in eV/Å.

Output
- Spin multiplicity: 3
- Highest occupied orbital energy (spin up / spin down): -6.6 / -10.4 eV
- Expectation value of S²: 2.011
- Calculated total energy: -16407.2034 eV

(2)
This record from the Open Molecules 2025 dataset describes a structure of composition H3N2OP at a distorted geometry. The level of theory is the ωB97M-V functional and the def2-TZVPD basis.

XYZ file:
```
7
Properties=species:S:1:pos:R:3:forces:R:3:lowdin_charge:R:1
P 0.599899 1.175049 0.592111 -0.09 -0.86 0.64 0.695
O 0.469933 2.102049 -0.640537 -1.10 -0.03 -5.24 -0.522
N -0.202978 -1.297631 0.377419 -1.30 -1.33 -0.93 -0.130
N -0.086680 -0.036421 -0.119173 -0.49 -1.38 0.38 -0.441
H 0.040429 1.342925 -1.541449 1.60 2.88 4.05 0.233
H -1.097377 -1.796909 0.086317 2.02 1.04 1.03 0.111
H 0.276773 -1.489062 1.245311 -0.64 -0.31 0.06 0.055
```
Positions in Å, forces in eV/Å.

Output
- Highest occupied orbital energy: -8.0 eV
- Calculated total energy: -14362.7900 eV

(3)
This record from the Open Molecules 2025 dataset describes the molecule H3N2P at a distorted geometry. The level of theory is the ωB97M-V functional and the def2-TZVPD basis.

XYZ file:
```
6
Properties=species:S:1:pos:R:3:forces:R:3:lowdin_charge:R:1
P -0.761405 -0.032569 1.009950 0.87 1.21 -2.85 0.780
N 0.707559 -0.245031 0.119414 1.17 0.63 0.47 -0.475
N -0.346222 -0.505037 -0.818450 -0.53 -0.64 2.25 -0.260
H 1.386803 -0.987281 0.246883 -0.70 -0.40 0.29 0.044
H -0.730145 1.503351 0.887847 -0.16 -1.78 0.18 -0.098
H -0.256590 0.266567 -1.445644 -0.65 0.98 -0.34 0.008
```
Positions in Å, forces in eV/Å.

Output
- Highest occupied orbital energy: -9.1 eV
- SMILES: [nH]1[nH][pH]1
- Calculated total energy: -12314.9268 eV

(4)
This record from the Open Molecules 2025 dataset describes the molecule H3N3O2 at a distorted geometry. The level of theory is the ωB97M-V functional and the def2-TZVPD basis.

XYZ file:
```
8
Properties=species:S:1:pos:R:3:forces:R:3:lowdin_charge:R:1
O -2.185267 0.215600 -0.193422 1.84 -2.65 0.00 -0.089
O -0.004715 -1.396416 -0.246982 -0.13 0.43 0.32 -0.057
N -1.020348 0.845884 -0.023317 2.66 -1.85 0.57 0.046
N 1.397191 0.262896 0.340916 1.48 -1.05 -0.87 0.092
N 0.158899 -0.239098 0.175898 -4.12 2.62 -0.57 -0.356
H 1.561226 1.202237 0.671401 -0.82 -0.03 -0.16 0.104
H 2.019365 -0.092318 -0.403622 -0.41 0.51 0.68 0.121
H -1.926354 -0.798785 -0.320872 -0.51 2.04 0.02 0.140
```
Positions in Å, forces in eV/Å.

Output
- Highest occupied orbital energy (spin up / spin down): -8.3 / -9.2 eV
- SMILES: N/[N+]([O-])=N/O
- Calculated total energy: -8607.8233 eV

(5)
This record from the Open Molecules 2025 dataset describes a structure of composition H3N3O2 at a distorted geometry. The level of theory is the ωB97M-V functional and the def2-TZVPD basis.

XYZ file:
```
8
Properties=species:S:1:pos:R:3:forces:R:3:lowdin_charge:R:1
O 1.442649 -1.128691 -0.137633 0.17 0.29 0.14 -0.216
O 1.770949 0.283317 -0.115445 0.09 -1.03 2.13 -0.130
N -0.276921 -1.254100 0.142375 0.22 -0.54 -0.65 -0.307
N -0.743815 -1.978113 0.874605 0.23 0.18 0.32 0.196
N -0.657810 -0.481397 -0.891713 1.37 -0.44 -0.08 0.119
H -1.626746 -0.274765 -0.810433 -0.43 0.87 -0.42 0.105
H 1.893870 0.332385 0.880004 0.00 0.56 -1.73 0.115
H 0.183510 -0.001399 -1.269880 -1.66 0.11 0.30 0.117
```
Positions in Å, forces in eV/Å.

Output
- Highest occupied orbital energy: -9.2 eV
- Calculated total energy: -8607.2593 eV

(6)
This record from the Open Molecules 2025 dataset describes a cluster of 2 separate species, H3N3O2 in total at a distorted geometry. The level of theory is the ωB97M-V functional and the def2-TZVPD basis.

XYZ file:
```
8
Properties=species:S:1:pos:R:3:forces:R:3:lowdin_charge:R:1
O 0.373043 0.047340 1.490588 0.99 0.79 1.42 0.058
O -1.719082 -0.650945 0.620493 0.69 0.02 -0.66 -0.141
N 1.496412 0.683575 -0.432242 -0.70 0.26 1.50 0.108
N 0.602050 0.299859 0.366580 -1.08 -0.86 -2.65 -0.340
N -1.009032 -0.427178 -0.415537 -1.02 -0.14 1.46 -0.061
H 2.264070 1.047326 0.151349 0.27 -0.21 -0.11 0.065
H -1.474089 0.278738 -1.021760 1.22 -0.63 -0.23 0.160
H -0.533373 -1.278717 -0.759471 -0.37 0.76 -0.73 0.150
```
Positions in Å, forces in eV/Å.

Output
- Highest occupied orbital energy (spin up / spin down): -9.2 / -9.2 eV
- Calculated total energy: -8607.6975 eV

(7)
This record from the Open Molecules 2025 dataset describes the molecule H3N3O2S at a distorted geometry. The level of theory is the ωB97M-V functional and the def2-TZVPD basis.

XYZ file:
```
9
Properties=species:S:1:pos:R:3:forces:R:3:lowdin_charge:R:1
S -0.932590 -1.799975 -0.076469 0.78 1.58 0.06 0.662
O 1.732449 -1.180487 0.522216 0.98 -1.72 -0.51 0.032
O 1.896792 0.737451 -0.481921 -0.23 -1.29 -0.68 0.047
N 1.276920 -0.225338 -0.012631 2.38 3.31 1.17 -0.517
N -0.004260 0.065242 0.341082 -4.89 -1.50 -0.58 -0.247
N -0.626536 1.104662 -0.247382 0.25 -0.09 -1.77 0.000
H -0.915573 1.857837 0.338364 0.13 0.03 0.60 0.093
H -0.552519 1.360548 -1.264888 0.30 -0.94 1.59 0.136
H -1.874680 -1.919939 0.881633 0.31 0.61 0.11 -0.205
```
Positions in Å, forces in eV/Å.

Output
- Highest occupied orbital energy: -9.7 eV
- SMILES: NN(S)[N+](=O)[O-]
- Calculated total energy: -19442.8705 eV

(8)
This record from the Open Molecules 2025 dataset describes a cluster of 2 separate species, H3N3O2S in total at a distorted geometry. The level of theory is the ωB97M-V functional and the def2-TZVPD basis.

XYZ file:
```
9
Properties=species:S:1:pos:R:3:forces:R:3:lowdin_charge:R:1
S -0.918107 -1.742912 -0.269735 -1.86 -2.15 2.58 0.903
O -0.960945 1.781169 -0.650383 0.86 1.29 -1.41 0.101
O -1.333055 0.581778 1.046076 -0.39 0.01 1.79 -0.028
N 1.819503 -0.155423 0.248198 1.57 0.94 -1.56 0.027
N -0.906629 0.740813 -0.080999 -1.69 -0.42 1.43 -0.565
N -0.504798 -0.359647 -0.728873 2.51 2.38 -3.97 -0.473
H 2.291848 -0.619144 -0.631237 -0.97 1.36 1.89 0.022
H -1.592365 -1.126434 0.853651 0.40 -1.18 -0.51 -0.010
H 2.104548 0.899801 0.213302 -0.44 -2.23 -0.24 0.023
```
Positions in Å, forces in eV/Å.

Output
- Highest occupied orbital energy (spin up / spin down): -10.8 / -9.3 eV
- Calculated total energy: -19441.2148 eV

(9)
This record from the Open Molecules 2025 dataset describes a cluster of 2 separate species, H3N3O3 in total at a distorted geometry. The level of theory is the ωB97M-V functional and the def2-TZVPD basis.

XYZ file:
```
9
Properties=species:S:1:pos:R:3:forces:R:3:lowdin_charge:R:1
O 1.356867 -0.743920 -1.680585 1.31 -0.31 -0.67 0.049
O 1.067308 0.181171 1.000462 -0.47 1.95 0.41 -0.006
O -0.746432 -0.309158 -1.994645 0.60 0.12 -0.01 -0.011
N 0.283993 -0.391320 -1.347562 -2.42 0.25 1.67 -0.357
N -0.096179 -0.356945 0.576122 1.78 -2.53 -1.46 -0.122
N -1.051487 0.488248 0.782882 1.01 1.48 1.01 0.064
H -1.852629 0.193208 0.232295 -0.18 1.04 0.20 0.120
H 1.663315 -0.472938 1.338113 0.14 -1.18 -0.02 0.107
H -0.624757 1.411656 1.092920 -1.78 -0.83 -1.15 0.157
```
Positions in Å, forces in eV/Å.

Output
- Highest occupied orbital energy (spin up / spin down): -8.3 / -8.3 eV
- Calculated total energy: -10654.8672 eV

(10)
This record from the Open Molecules 2025 dataset describes a cluster of 3 separate species, H3N3O3S2 in total at a distorted geometry. The level of theory is the ωB97M-V functional and the def2-TZVPD basis.

XYZ file:
```
11
Properties=species:S:1:pos:R:3:forces:R:3:lowdin_charge:R:1
S 0.753055 -1.981184 -0.269872 -0.35 0.04 -0.64 0.481
S -0.877167 -2.213644 0.993796 0.70 -0.89 -0.92 0.356
O 1.556430 0.783373 0.411988 -0.26 -1.72 -1.19 -0.052
O -0.898295 -0.155199 -1.285941 0.99 0.02 -1.41 -0.071
O 0.851585 -0.584869 -2.533263 1.04 0.69 -1.99 0.075
N 0.131930 -0.704514 -1.633529 -1.99 -1.63 4.35 -0.623
N -1.989886 1.122215 0.840165 -0.03 1.18 0.35 0.039
N -1.845282 2.194004 1.015772 -0.11 -0.94 -0.20 0.068
H 2.306755 0.901585 0.941576 2.15 -0.39 1.11 0.023
H -1.126682 -0.938983 0.923115 -0.26 1.16 0.40 -0.291
H 1.137558 1.577215 0.596198 -1.88 2.49 0.14 -0.006
```
Positions in Å, forces in eV/Å.

Output
- Highest occupied orbital energy: -9.0 eV
- SMILES: O=[N+]([O-])SS.N#N.O
- Calculated total energy: -32328.9384 eV